No. 1
{"formula": "C18H22N2O5", "method": "ωB97M-V with the def2-TZVPD basis set", "species": ["C", "C", "C", "C", "C", "C", "C", "C", "C", "C", "C", "C", "C", "C", "C", "C", "C", "C", "H", "H", "H", "H", "H", "H", "H", "H", "H", "H", "H", "H", "H", "H", "H", "H", "H", "H", "H", "H", "H", "H", "N", "N", "O", "O", "O", "O", "O"], "positions_angstrom": [[0.161341, 3.320881, 0.645565], [0.675825, 2.029565, 1.303841], [0.816006, 3.544512, -0.746229], [0.399944, 2.532096, -1.784955], [-0.921174, 2.545465, -2.246109], [1.285679, 1.578362, -2.270978], [-1.341413, 1.629255, -3.214567], [0.865283, 0.654040, -3.247067], [-0.462048, 0.664117, -3.687879], [-1.603767, -3.608628, 1.645717], [-2.895823, -3.918877, 2.455311], [-1.383820, -2.091188, 1.689302], [-0.094989, -1.506873, 1.092384], [1.055046, -1.443326, 1.862594], [0.050877, -1.070893, -0.268626], [2.267058, -0.881995, 1.400050], [1.228609, -0.663498, -0.793062], [2.337255, -0.551355, 0.064263], [-0.038743, 4.331128, 2.388775], [1.417758, 4.504901, 1.675576], [-0.905706, 3.217937, 0.486057], [1.904331, 3.560885, -0.663749], [0.489045, 4.540633, -1.071614], [-1.575047, 3.295731, -1.872622], [2.310310, 1.530705, -1.850203], [-2.369075, 1.676366, -3.577649], [1.567778, -0.130992, -3.580979], [-0.852692, -0.034927, -4.424721], [-0.243981, 1.086595, -0.064648], [-0.554863, -4.565480, 0.250688], [-1.714208, -3.757633, -0.344199], [-0.808164, -4.058434, 2.269117], [-2.218871, -1.630902, 1.275246], [-1.394665, -1.850616, 2.714637], [0.986077, -1.717382, 2.928156], [-0.864018, -0.970045, -0.820613], [3.126355, -0.711103, 2.070788], [1.264874, -0.455172, -1.714986], [3.480020, 0.301389, -1.184739], [-2.781106, -5.396875, 1.345500], [0.402276, 4.471727, 1.485869], [-1.490723, -4.371692, 0.373437], [1.339456, 2.057420, 2.313388], [0.300003, 0.906813, 0.719574], [-3.394524, -3.256605, 3.348059], [3.533865, -0.235551, -0.434586], [-3.355652, -5.100478, 2.060886]], "atomic_forces_ev_per_a": [[0.8, 0.1, -0.1], [-0.2, 1.3, 0.7], [-0.3, 0.1, 0.1], [0.1, 0.0, 0.1], [0.6, -0.9, -0.8], [0.0, 0.3, -0.8], [-0.2, 0.5, 0.7], [-0.1, 0.3, -0.4], [0.4, 0.1, -0.2], [1.0, 0.1, 1.1], [0.0, 0.1, 0.0], [2.0, -0.5, -1.1], [0.6, -1.1, -1.0], [0.3, 0.3, 0.8], [-1.5, -2.2, 1.7], [-0.6, -0.5, 0.3], [0.9, -2.9, 6.7], [-0.8, -1.2, -0.1], [0.1, 0.0, 0.0], [-0.8, 0.1, 0.0], [-0.4, -0.1, 0.0], [0.0, 0.0, 0.1], [0.2, -0.2, 0.1], [-0.6, 0.5, 0.2], [-0.8, 0.3, -0.5], [0.3, -0.1, 0.1], [-0.5, 0.6, 0.0], [0.4, 0.0, 0.1], [0.2, 0.2, 0.2], [2.4, -0.7, -0.3], [-0.8, 1.1, -1.9], [-0.3, 0.2, 0.1], [-1.6, 1.0, -0.9], [-0.1, 0.4, 1.3], [0.1, 0.1, -0.5], [-0.3, -0.3, -0.7], [-0.6, -0.3, -0.5], [0.7, 1.0, -5.8], [-0.2, 1.1, -1.8], [0.3, -0.1, -0.6], [0.7, 0.2, -0.1], [-2.1, 0.4, 2.4], [-0.1, -0.5, -0.6], [-0.7, 2.6, 1.1], [0.9, -0.8, -1.4], [1.9, -0.4, 1.4], [-1.1, -0.2, 0.9]], "e_above_lowest_kcal_mol": 76.3, "mol_weight_da": 346.4, "energy_ha": -1184.75350, "e_lumo_ev": 0.393, "smiles": "N[C@@H](Cc1ccc(O)cc1)C(=O)O.N[C@@H](Cc1ccccc1)C(=O)O", "homo_lumo_gap_ev": 8.7, "multiplicity": 1}


No. 2
{"formula": "C13H10BrClN2O3S", "method": "ωB97M-V with the def2-TZVPD basis set", "species": ["C", "H", "H", "H", "O", "C", "C", "S", "C", "C", "C", "O", "N", "N", "C", "O", "C", "C", "C", "C", "C", "C", "Cl", "H", "H", "H", "H", "H", "H", "H", "Br"], "positions_angstrom": [[2.409996, 1.547104, 1.267976], [1.762242, 1.538746, 0.386751], [1.959016, 0.937313, 2.053947], [2.529380, 2.570280, 1.619576], [3.719544, 1.109404, 0.962306], [3.912626, -0.084965, 0.380778], [5.188508, -0.439161, 0.011681], [5.276784, -1.971191, -0.777843], [3.580928, -2.143580, -0.645255], [2.977585, -1.096517, -0.004751], [1.516072, -1.119261, 0.271269], [1.013042, -1.060345, 1.367349], [0.771466, -1.334066, -0.865149], [-0.603995, -1.122084, -0.800572], [-1.035200, 0.163077, -0.612968], [-0.286103, 1.105633, -0.764735], [-2.493993, 0.333605, -0.353608], [-3.084966, 1.453924, -0.938077], [-4.424852, 1.735592, -0.762111], [-5.201217, 0.901621, 0.025652], [-4.630777, -0.199732, 0.637704], [-3.286668, -0.486037, 0.449358], [-2.642349, -1.853912, 1.301993], [-5.224431, -0.843055, 1.268383], [-6.249246, 1.110899, 0.175307], [-4.860570, 2.604130, -1.230701], [-2.456379, 2.098560, -1.533587], [-1.147435, -1.892256, -0.425974], [1.188874, -1.135531, -1.766133], [3.107176, -3.033833, -1.008103], [6.714950, 0.605630, 0.309550]], "atomic_forces_ev_per_a": [[-0.5, 0.2, 0.2], [0.1, 0.0, 0.0], [0.1, 0.1, -0.1], [0.0, 0.0, -0.1], [0.3, -0.3, 0.0], [0.7, 0.1, -0.1], [0.0, -0.1, 0.0], [-0.4, 0.5, 0.3], [0.3, 0.2, 0.0], [0.0, -0.1, -0.1], [0.0, -0.2, 0.1], [0.0, 0.1, 0.1], [-0.6, 0.0, -0.4], [0.5, -0.5, 0.0], [0.3, 0.0, -0.1], [-0.2, 0.1, 0.0], [-0.2, 0.1, 0.2], [0.0, -0.1, 0.0], [0.0, 0.0, 0.0], [0.1, 0.0, 0.0], [0.0, -0.1, 0.0], [-0.1, 0.2, -0.1], [-0.1, -0.1, 0.2], [0.0, -0.1, 0.1], [-0.1, 0.0, 0.0], [0.0, 0.1, 0.0], [0.1, 0.0, 0.0], [0.3, 0.2, -0.1], [-0.1, 0.1, 0.2], [-0.2, -0.2, -0.1], [-0.2, -0.1, -0.1]], "mol_weight_da": 389.7, "energy_ha": -4269.00107, "e_lumo_ev": 0.295, "smiles": "COc1c(C(=O)NNC(=O)c2ccccc2Cl)csc1Br", "homo_lumo_gap_ev": 8.6, "multiplicity": 1}


No. 3
{"formula": "C23H9Cl2F7MoN2Se", "method": "ωB97M-V with the def2-TZVPD basis set", "species": ["Mo", "F", "C", "C", "C", "C", "C", "F", "C", "C", "C", "C", "C", "C", "N", "H", "H", "H", "H", "H", "H", "F", "C", "C", "F", "C", "F", "C", "Se", "C", "F", "C", "F", "Cl", "C", "C", "C", "C", "C", "Cl", "C", "N", "H", "H", "H"], "positions_angstrom": [[0.314193, -0.371709, -0.669487], [5.469115, -1.144899, -2.340645], [4.580840, -1.238178, -1.338764], [3.286411, -0.801617, -1.542386], [2.367734, -0.895519, -0.504342], [2.767056, -1.417142, 0.742966], [4.082449, -1.855476, 0.879665], [4.513934, -2.394293, 2.039572], [5.007058, -1.777591, -0.140467], [1.751675, -1.459956, 1.808321], [1.974262, -1.817009, 3.137239], [0.920937, -1.805710, 4.032211], [-0.349956, -1.455620, 3.603366], [-0.509807, -1.114013, 2.278304], [0.507216, -1.098986, 1.412643], [3.017351, -0.394319, -2.508192], [6.020201, -2.125032, -0.003529], [2.962499, -2.094578, 3.460130], [1.096250, -2.075898, 5.065143], [-1.198620, -1.449902, 4.270969], [-1.477499, -0.847444, 1.880134], [-6.819004, -0.605017, -0.180618], [-5.569457, -0.985517, -0.437253], [-4.505818, -0.158192, -0.117155], [-4.724581, 1.028534, 0.450012], [-3.219276, -0.581621, -0.388967], [-2.217206, 0.279844, -0.068461], [-2.919782, -1.806392, -0.964330], [-1.153945, -2.396015, -1.384797], [-4.012951, -2.608665, -1.273616], [-3.819274, -3.802048, -1.836069], [-5.316274, -2.215669, -1.021528], [-6.332679, -3.017142, -1.335362], [0.121817, 2.323462, 1.226421], [0.203787, 3.236017, -0.249871], [0.209239, 4.616035, -0.191317], [0.294738, 5.342541, -1.368476], [0.371986, 4.688471, -2.589366], [0.359330, 3.306835, -2.631564], [0.456923, 2.503170, -4.156878], [0.279839, 2.535147, -1.459761], [0.317561, 1.175110, -1.501672], [0.148872, 5.110010, 0.767951], [0.301797, 6.423200, -1.335487], [0.441056, 5.242809, -3.514674]], "atomic_forces_ev_per_a": [[0.1, 0.1, 0.0], [0.0, 0.0, 0.0], [0.0, 0.0, 0.0], [0.0, 0.0, 0.0], [-0.2, 0.0, 0.0], [0.1, 0.0, 0.0], [0.0, 0.0, -0.1], [0.0, 0.0, 0.0], [-0.1, 0.0, 0.0], [-0.1, 0.0, 0.1], [0.0, 0.0, -0.1], [0.0, 0.0, 0.0], [0.0, 0.0, 0.0], [0.0, 0.0, 0.0], [0.1, 0.0, -0.2], [0.0, 0.0, 0.0], [0.0, 0.0, 0.0], [0.0, 0.0, 0.0], [0.0, 0.0, 0.0], [0.0, 0.0, 0.0], [0.0, 0.0, 0.0], [0.0, 0.0, 0.0], [0.1, 0.0, 0.0], [-0.1, -0.1, 0.0], [0.0, 0.0, 0.0], [0.1, 0.0, 0.0], [0.0, 0.0, 0.0], [-0.1, 0.1, 0.0], [0.0, 0.2, 0.0], [0.0, 0.0, 0.0], [0.0, 0.0, 0.0], [0.0, 0.0, 0.0], [0.0, 0.0, 0.0], [0.0, 0.0, 0.0], [0.0, 0.1, 0.0], [0.0, 0.0, 0.0], [0.0, 0.0, 0.0], [0.0, 0.0, 0.0], [0.0, 0.0, 0.1], [0.0, 0.0, 0.0], [-0.1, 0.3, -0.2], [0.2, -0.6, 0.2], [0.0, 0.0, 0.0], [0.0, 0.0, 0.0], [0.0, 0.0, 0.0]], "e_above_lowest_kcal_mol": 1.6, "mol_weight_da": 692.1, "energy_ha": -5080.43035, "e_lumo_ev": [-1.052, -0.946], "homo_lumo_gap_ev": [6.4, 7.2], "multiplicity": 3}


No. 4
{"formula": "C6H13N", "method": "ωB97M-V with the def2-TZVPD basis set", "species": ["C", "C", "C", "N", "C", "C", "C", "H", "H", "H", "H", "H", "H", "H", "H", "H", "H", "H", "H", "H"], "positions_angstrom": [[-2.185705, 0.487927, -0.166058], [-1.064519, 1.203857, 0.595876], [-0.349535, 0.246382, 1.542995], [2.149667, 0.511514, -0.134864], [1.269849, -0.587307, -0.197643], [0.373374, -0.859814, 0.757071], [1.381509, -1.414298, -1.454097], [-3.121246, 1.034490, -0.273739], [-2.457500, -0.469911, 0.279541], [-1.889498, 0.246414, -1.187564], [-1.455126, 2.132944, 1.015987], [-0.333658, 1.595405, -0.116178], [0.337438, 0.729589, 2.249838], [-1.065750, -0.280029, 2.179559], [1.692117, 1.301770, 0.313971], [2.380864, 0.828496, -1.071577], [-0.029247, -1.852930, 0.899431], [0.530295, -1.212015, -2.092607], [2.328785, -1.176486, -1.945617], [1.507888, -2.466003, -1.194323]], "atomic_forces_ev_per_a": [[-0.2, -0.4, -0.6], [-0.2, 0.3, -0.5], [0.9, -0.8, 0.8], [-1.1, 0.8, -0.7], [0.1, -0.6, 0.1], [-0.7, 0.9, 0.2], [1.5, -0.3, 0.9], [0.1, 0.4, 0.2], [0.1, 0.0, 0.2], [0.1, 0.0, 0.0], [0.0, -0.3, 0.7], [0.0, -0.2, -0.2], [-0.1, 0.3, -0.2], [-0.2, 0.3, 0.0], [0.4, -0.1, 0.3], [0.2, 0.0, 0.1], [-0.2, -0.1, -0.7], [0.0, -0.2, -0.2], [-0.2, 0.1, -0.3], [-0.6, -0.1, -0.2]], "e_above_lowest_kcal_mol": 20.2, "mol_weight_da": 99.2, "energy_ha": -291.12653, "e_lumo_ev": 1.048, "smiles": "CCC/C=C(/C)N", "homo_lumo_gap_ev": 8.9, "multiplicity": 1}


No. 5
{"formula": "C3H5N4OP3", "method": "ωB97M-V with the def2-TZVPD basis set", "species": ["C", "C", "C", "N", "N", "N", "N", "O", "P", "P", "P", "H", "H", "H", "H", "H"], "positions_angstrom": [[3.921333, 1.141891, 2.399729], [-0.392641, 0.030706, 0.423892], [0.125024, -0.218446, -0.996622], [3.522296, 1.245892, 3.493290], [2.480505, 2.802399, -1.369974], [3.060222, 0.421313, -0.060345], [4.389439, 2.723479, 0.498440], [0.842210, 0.910888, -1.570779], [3.774854, 3.587351, -0.626070], [2.189512, 1.364096, -0.878394], [4.577325, 1.094821, 0.739850], [-1.169536, -0.704551, 0.646644], [0.274959, -0.155082, 1.370694], [-0.960612, 1.057043, 0.533395], [-0.762668, -0.440703, -1.636818], [0.611771, -1.135620, -0.881406]], "atomic_forces_ev_per_a": [[-1.1, 0.1, 2.7], [-1.0, 1.7, 2.1], [-2.5, 0.6, 1.0], [0.8, -0.3, -2.0], [0.5, 0.5, 0.1], [0.4, 0.0, 0.6], [1.1, 0.0, -0.2], [0.5, -1.1, 1.1], [-0.6, 0.5, -0.2], [-0.1, 0.0, -0.8], [-1.5, -0.3, -1.0], [-0.2, -0.1, -0.4], [-0.5, 0.8, -2.2], [1.3, -1.8, -0.2], [0.9, 0.7, 0.2], [1.9, -1.1, -0.7]], "e_above_lowest_kcal_mol": 33.2, "mol_weight_da": 206.0, "energy_ha": -1435.63285, "e_lumo_ev": -0.767, "homo_lumo_gap_ev": 8.7, "multiplicity": 1}


Repeat the second record exactly.
{"formula": "C13H10BrClN2O3S", "method": "ωB97M-V with the def2-TZVPD basis set", "species": ["C", "H", "H", "H", "O", "C", "C", "S", "C", "C", "C", "O", "N", "N", "C", "O", "C", "C", "C", "C", "C", "C", "Cl", "H", "H", "H", "H", "H", "H", "H", "Br"], "positions_angstrom": [[2.409996, 1.547104, 1.267976], [1.762242, 1.538746, 0.386751], [1.959016, 0.937313, 2.053947], [2.529380, 2.570280, 1.619576], [3.719544, 1.109404, 0.962306], [3.912626, -0.084965, 0.380778], [5.188508, -0.439161, 0.011681], [5.276784, -1.971191, -0.777843], [3.580928, -2.143580, -0.645255], [2.977585, -1.096517, -0.004751], [1.516072, -1.119261, 0.271269], [1.013042, -1.060345, 1.367349], [0.771466, -1.334066, -0.865149], [-0.603995, -1.122084, -0.800572], [-1.035200, 0.163077, -0.612968], [-0.286103, 1.105633, -0.764735], [-2.493993, 0.333605, -0.353608], [-3.084966, 1.453924, -0.938077], [-4.424852, 1.735592, -0.762111], [-5.201217, 0.901621, 0.025652], [-4.630777, -0.199732, 0.637704], [-3.286668, -0.486037, 0.449358], [-2.642349, -1.853912, 1.301993], [-5.224431, -0.843055, 1.268383], [-6.249246, 1.110899, 0.175307], [-4.860570, 2.604130, -1.230701], [-2.456379, 2.098560, -1.533587], [-1.147435, -1.892256, -0.425974], [1.188874, -1.135531, -1.766133], [3.107176, -3.033833, -1.008103], [6.714950, 0.605630, 0.309550]], "atomic_forces_ev_per_a": [[-0.5, 0.2, 0.2], [0.1, 0.0, 0.0], [0.1, 0.1, -0.1], [0.0, 0.0, -0.1], [0.3, -0.3, 0.0], [0.7, 0.1, -0.1], [0.0, -0.1, 0.0], [-0.4, 0.5, 0.3], [0.3, 0.2, 0.0], [0.0, -0.1, -0.1], [0.0, -0.2, 0.1], [0.0, 0.1, 0.1], [-0.6, 0.0, -0.4], [0.5, -0.5, 0.0], [0.3, 0.0, -0.1], [-0.2, 0.1, 0.0], [-0.2, 0.1, 0.2], [0.0, -0.1, 0.0], [0.0, 0.0, 0.0], [0.1, 0.0, 0.0], [0.0, -0.1, 0.0], [-0.1, 0.2, -0.1], [-0.1, -0.1, 0.2], [0.0, -0.1, 0.1], [-0.1, 0.0, 0.0], [0.0, 0.1, 0.0], [0.1, 0.0, 0.0], [0.3, 0.2, -0.1], [-0.1, 0.1, 0.2], [-0.2, -0.2, -0.1], [-0.2, -0.1, -0.1]], "mol_weight_da": 389.7, "energy_ha": -4269.00107, "e_lumo_ev": 0.295, "smiles": "COc1c(C(=O)NNC(=O)c2ccccc2Cl)csc1Br", "homo_lumo_gap_ev": 8.6, "multiplicity": 1}